(1)
Density functional theory data (the ωB97M-V functional and the def2-TZVPD basis) for a 2-piece molecular cluster, C7H17INOP overall in a non-equilibrium geometry.

Each line ends with the Löwdin charge.
Cartesian coordinates (Å):
C (-1.4187, -1.2083, -1.0804)  -0.0751
C (-1.7456, 1.2866, -0.6624)  -0.1199
C (0.2948, -0.0341, 3.0616)  -0.0668
C (1.4509, -1.7984, 1.6290)  -0.1024
C (1.4122, 1.2568, -3.3444)  -0.3327
C (-1.4113, -0.0909, -0.1111)  -0.4511
C (0.1255, -0.8934, 1.7352)  -0.4145
N (-0.0493, -0.0528, 0.5023)  -0.3810
O (0.7954, 0.3993, -2.5008)  -0.4119
P (1.3307, 0.5950, -0.1811)  0.6883
I (1.2129, 3.0200, -0.0708)  0.4039
H (-1.3155, -2.1690, -0.6038)  0.0750
H (-2.4187, -1.3070, -1.4765)  0.0791
H (-0.7989, -1.1140, -1.9720)  0.0703
H (-1.2309, 1.7423, -1.4450)  0.0105
H (-1.6795, 1.9858, 0.2717)  0.0788
H (-2.8264, 1.2782, -0.8208)  0.0782
H (0.9853, 0.8009, 3.0823)  0.0575
H (-0.7427, 0.5095, 3.0181)  0.1059
H (0.4230, -0.6005, 3.9448)  0.0486
H (1.3417, -2.4509, 0.8059)  0.0493
H (1.6356, -2.2608, 2.6947)  0.1116
H (2.3129, -1.1374, 1.6326)  0.0260
H (1.7886, 0.5628, -4.1552)  0.0902
H (2.3856, 1.4836, -2.8123)  0.0600
H (0.9414, 2.1158, -3.7895)  0.0575
H (-2.1488, -0.3202, 0.6905)  0.1458
H (-0.6502, -1.5988, 1.9575)  0.1189

Cartesian forces (eV/Å) of the 3 atoms listed first:
C -1.240 -0.927 -1.315
C -2.223 0.644 4.057
C -3.582 1.701 -2.548

The value obtained for the gap between HOMO and LUMO (alpha / beta) is 7.82 / 7.82 eV. As for the multiplicity: 1.

(2)
Density functional theory data (the ωB97M-V functional and the def2-TZVPD basis) for C34H31N5O15SSn as an isolated structure in a non-equilibrium geometry.

Each line ends with the Löwdin charge.
Cartesian coordinates (Å):
Sn (0.1874, 1.2331, 1.1775)  1.6632
O (-0.3428, 4.9481, 4.0227)  0.1577
C (-0.1539, 4.3361, 2.8685)  -0.4983
O (0.5938, 3.4015, 2.7415)  0.0056
C (-0.9262, 4.9836, 1.7248)  -0.0683
O (-1.2289, 4.0660, 0.7017)  -0.0980
C (-2.5507, 3.6701, 0.6216)  -0.0319
C (-2.9811, 2.6376, 1.8261)  -0.5576
O (-4.1750, 2.6144, 2.0046)  0.2369
O (-2.0187, 2.0771, 2.3393)  -0.0113
H (0.1641, 4.5165, 4.7353)  0.1556
H (-0.2520, 5.7366, 1.2933)  0.1615
H (-1.8215, 5.4679, 2.1304)  0.1501
H (-2.6720, 3.1011, -0.3001)  0.1425
H (-3.2556, 4.5040, 0.6808)  0.1457
O (3.2404, -4.2699, 1.7736)  0.1344
C (2.9133, -4.1171, 0.5163)  -0.5200
O (3.2065, -4.9199, -0.3403)  0.0887
C (2.1361, -2.8980, 0.1371)  -0.0432
C (1.6375, -2.6686, -1.1382)  -0.0122
N (1.0339, -1.4762, -1.1254)  0.0585
N (1.1045, -0.9140, 0.0725)  0.0134
C (1.7508, -1.7502, 0.8696)  -0.1269
C (1.9371, -1.3571, 2.3155)  -0.5954
O (2.5697, -2.1090, 3.0562)  0.0632
O (1.4348, -0.2491, 2.6512)  -0.1538
H (3.0046, -3.4867, 2.3682)  0.0750
H (1.6806, -3.2951, -2.0047)  0.1375
H (0.5693, -0.9768, -1.8717)  0.1602
O (-1.2464, 1.4051, -2.3621)  0.0316
C (-2.0077, 0.7978, -1.6444)  -0.6394
N (-3.3062, 0.4686, -1.9188)  0.1467
C (-3.8439, -0.4516, -0.9439)  -0.2699
C (-2.6493, -0.4160, 0.1265)  -0.5013
O (-2.6950, -0.9961, 1.1785)  0.0701
N (-1.6845, 0.2968, -0.4035)  0.0507
C (-3.8399, -1.8766, -1.4309)  -0.1361
C (-2.8895, -2.2836, -2.3690)  -0.0257
C (-2.8645, -3.5888, -2.8161)  -0.0823
C (-3.7709, -4.5122, -2.3217)  -0.0882
C (-4.7012, -4.1192, -1.3732)  -0.0722
C (-4.7348, -2.8141, -0.9190)  -0.0063
C (-5.1485, 0.0313, -0.3535)  -0.1533
C (-6.1636, 0.4392, -1.2219)  -0.0266
C (-7.3748, 0.8790, -0.7189)  -0.0821
C (-7.5830, 0.9542, 0.6479)  -0.0877
C (-6.5813, 0.5507, 1.5110)  -0.0779
C (-5.3803, 0.0803, 1.0149)  -0.0417
H (-3.7167, 0.5955, -2.8287)  0.1527
H (-2.1714, -1.5732, -2.7542)  0.1072
H (-2.1287, -3.8903, -3.5435)  0.0992
H (-3.7465, -5.5325, -2.6707)  0.1002
H (-5.3997, -4.8385, -0.9771)  0.1030
H (-5.4601, -2.5160, -0.1768)  0.1184
H (-6.0198, 0.3889, -2.2935)  0.1127
H (-8.1626, 1.1625, -1.4018)  0.1009
H (-8.5159, 1.3337, 1.0342)  0.0997
H (-6.7228, 0.6166, 2.5755)  0.1056
H (-4.6082, -0.2373, 1.6979)  0.1062
C (3.2493, -0.8304, -4.0155)  -0.0428
C (4.0790, -0.7061, -2.7741)  -0.2658
C (4.4707, -1.8256, -2.0481)  -0.0307
C (5.2125, -1.6860, -0.8872)  -0.0343
C (5.5987, -0.4262, -0.4819)  -0.2744
C (5.2629, 0.6983, -1.2097)  -0.0570
C (4.4791, 0.5543, -2.3388)  -0.0185
S (6.6213, -0.2760, 0.9779)  0.6577
O (7.9019, 0.2498, 0.6222)  -0.2708
O (6.5331, -1.4893, 1.7245)  -0.2600
N (5.8815, 0.9164, 1.9094)  -0.0997
C (4.5638, 0.6590, 2.3944)  -0.2210
C (3.7155, 1.8989, 2.5199)  -0.0080
C (3.5069, 2.4375, 1.0324)  -0.5846
O (4.4761, 3.0289, 0.5959)  0.2040
O (2.4291, 2.1407, 0.5125)  -0.0625
H (2.8264, -1.8275, -4.1102)  0.0735
H (3.8644, -0.6395, -4.8951)  0.0885
H (2.4489, -0.0920, -4.0080)  0.0812
H (4.1998, -2.8167, -2.3772)  0.1176
H (5.5027, -2.5390, -0.2966)  0.1213
H (5.6044, 1.6682, -0.8931)  0.1037
H (4.1758, 1.4305, -2.8901)  0.1215
H (6.0461, 1.8642, 1.5963)  0.1013
H (4.6350, 0.1836, 3.3864)  0.1627
H (4.0773, -0.0866, 1.7506)  0.1187
H (4.2294, 2.6831, 3.0733)  0.1349
H (2.7396, 1.6672, 2.9390)  0.0961

Cartesian forces (eV/Å) of the 3 atoms listed first:
Sn 0.117 -1.688 -0.607
O -0.369 0.496 0.435
C 0.251 -0.454 -0.105

The value obtained for the gap between HOMO and LUMO (alpha / beta) is 3.94 / 4.13 eV. As for the multiplicity: 1.

Computed values of energy above the lowest of the compared OMol25 structures with the same formula, charge and spin (unit: kJ/mol) for the preceding records, in sequence: 132.9 183.6.
Computed values of total energy (unit: eV) for the preceding records, in sequence: -28458.844 -90589.381.